Entry 1:
DFT (wB97M-V/def2-TZVPD) results for an isolated molecule of C4H10N2.

Last column: Mulliken charge in e.
Element x y z (Å)
C1 -2.389 -0.126 0.208  -0.867
C2 0.093 -0.052 -0.092  0.756
C3 0.020 1.457 -0.078  -1.159
C4 2.440 -0.178 0.115  -0.885
H1 -2.420 0.053 1.286  0.298
H2 -3.193 -0.845 -0.032  0.329
H3 -2.601 0.808 -0.316  0.267
H4 -1.036 -1.685 -0.163  0.288
H5 1.002 1.934 -0.084  0.353
H6 -0.517 1.789 0.823  0.295
H7 -0.544 1.824 -0.952  0.315
H8 2.695 0.470 -0.745  0.302
H9 3.181 -0.989 0.151  0.268
H10 2.558 0.411 1.032  0.319
N1 -1.140 -0.689 -0.278  -0.245
N2 1.125 -0.793 0.005  -0.633

Forces on the atoms, in the same order (eV/Å):
C -0.21 -0.44 -0.40
C -0.35 -0.28 -0.08
C -0.13 0.18 -0.07
C 0.20 -0.21 -0.22
H 0.09 0.04 0.08
H 0.33 0.43 0.08
H -0.11 -0.05 0.10
H -0.02 -0.07 0.04
H -0.12 -0.21 0.03
H 0.13 -0.02 -0.22
H 0.18 -0.18 0.33
H -0.11 -0.22 0.27
H -0.15 0.32 -0.03
H -0.04 -0.02 -0.05
N 0.43 0.30 0.13
N -0.11 0.43 0.02

HOMO-LUMO gap (Ha): 0.348
E_LUMO (eV): 1.0
Relative energy (zero: lowest compared OMol25 entry of this formula, charge and spin) (kJ/mol): 61.1
SMILES: C/N=C(\C)NC
Net charge: 0
Multiplicity: 1
HOMO energy (eV): -8.5

***

Entry 2:
DFT (wB97M-V/def2-TZVPD) results for an isolated molecule of C4H10N2 at a distorted geometry.

Last column: Mulliken charge in e.
Element x y z (Å)
C1 -1.191 0.817 0.089  -0.424
C2 -0.835 -0.355 -0.838  -0.643
C3 0.384 -1.111 -0.320  -0.455
C4 2.159 0.417 -0.573  -0.298
N1 1.505 -0.301 0.244  -0.446
N2 -1.675 0.424 1.396  -0.538
H1 -1.831 1.567 -0.418  0.275
H2 -0.253 1.331 0.275  0.273
H3 -1.650 -1.058 -1.021  0.341
H4 -0.546 0.147 -1.765  0.284
H5 0.871 -1.773 -1.037  0.399
H6 0.060 -1.771 0.502  0.260
H7 2.946 1.038 -0.169  0.279
H8 1.760 0.707 -1.553  0.236
H9 -1.144 0.690 2.205  0.235
H10 -1.993 -0.530 1.457  0.222

Forces on the atoms, in the same order (eV/Å):
C 0.39 0.01 0.40
C 0.80 1.06 -0.13
C 0.47 -0.55 1.21
C -1.43 0.83 0.80
N 0.16 -0.41 -0.70
N -0.96 -0.13 -0.11
H -0.10 -0.59 0.19
H 0.13 0.32 -0.22
H -0.03 0.18 -0.03
H -0.28 -0.31 -0.35
H -0.44 0.00 -0.38
H 0.13 0.25 -0.21
H 0.44 -0.10 -0.07
H 0.41 -0.52 -0.31
H 0.29 -0.04 -0.16
H 0.04 0.03 0.07

HOMO-LUMO gap (Ha): 0.362
E_LUMO (eV): 1.0
Relative energy (zero: lowest compared OMol25 entry of this formula, charge and spin) (kJ/mol): 157.4
SMILES: C=NCCCN
Net charge: 0
Multiplicity: 1
HOMO energy (eV): -8.8

***

Entry 3:
DFT (wB97M-V/def2-TZVPD) results for an isolated molecule of C4H10N2.

Last column: Mulliken charge in e.
Element x y z (Å)
C1 0.195 0.645 -0.422  0.228
C2 1.026 -1.148 1.030  -0.894
C3 -0.401 -0.251 -1.511  -1.345
N1 1.318 0.082 0.319  -0.405
C4 -0.844 1.101 0.563  -0.308
N2 -2.069 0.974 0.329  -0.556
H1 2.098 -0.071 -0.312  0.253
H2 0.583 1.561 -0.894  0.281
H3 -2.693 1.333 1.048  0.247
H4 -0.411 1.551 1.467  0.464
H5 0.154 -0.989 1.665  0.321
H6 0.826 -2.009 0.378  0.284
H7 1.879 -1.387 1.664  0.335
H8 0.374 -0.569 -2.206  0.372
H9 -0.870 -1.125 -1.068  0.314
H10 -1.164 0.300 -2.051  0.410

Forces on the atoms, in the same order (eV/Å):
C 0.10 -0.14 -0.43
C 0.07 -0.11 -0.07
C 0.15 0.26 0.24
N 0.27 0.12 -0.12
C 0.46 0.26 0.31
N -0.78 -0.19 -0.29
H -0.11 0.12 0.11
H -0.07 -0.08 0.05
H 0.32 0.09 0.14
H -0.16 0.01 0.01
H -0.01 -0.10 0.09
H -0.05 0.01 0.07
H -0.07 -0.08 0.07
H 0.07 -0.02 -0.05
H -0.08 -0.11 -0.02
H -0.11 -0.03 -0.11

HOMO-LUMO gap (Ha): 0.369
E_LUMO (eV): 1.1
Relative energy (zero: lowest compared OMol25 entry of this formula, charge and spin) (kJ/mol): 92.8
SMILES: [H]/N=C/[C@H](C)NC
Net charge: 0
Multiplicity: 1
HOMO energy (eV): -8.9

***

Entry 4:
DFT (wB97M-V/def2-TZVPD) results for a cluster of 2 separate species, C4H10N2 in total.

Last column: Mulliken charge in e.
Element x y z (Å)
C1 -1.558 1.397 -0.243  -0.456
C2 0.391 -2.028 -0.662  -1.198
C3 -0.617 2.317 -0.284  -0.541
N1 -0.305 -1.182 1.460  -0.664
C4 0.496 -1.074 0.490  0.745
N2 1.531 -0.176 0.399  -0.494
H1 -0.166 -0.500 2.202  0.221
H2 1.956 -0.013 -0.499  0.213
H3 -2.164 1.233 0.633  0.240
H4 -1.765 0.753 -1.081  0.223
H5 1.350 -2.511 -0.836  0.362
H6 -0.359 -2.777 -0.436  0.299
H7 0.100 -1.490 -1.565  0.302
H8 -0.413 2.964 0.555  0.268
H9 1.533 0.609 1.029  0.229
H10 -0.010 2.479 -1.161  0.252

Forces on the atoms, in the same order (eV/Å):
C -0.19 -0.11 0.08
C -0.07 0.08 0.00
C 0.15 0.24 -0.04
N -0.71 -0.25 0.52
C 0.35 -0.01 -0.17
N 0.32 0.12 0.01
H 0.18 0.11 -0.12
H -0.06 0.00 0.05
H -0.07 0.01 0.16
H -0.01 -0.12 -0.21
H 0.11 -0.06 -0.09
H -0.03 -0.02 0.01
H 0.03 0.00 -0.09
H -0.01 0.08 0.17
H -0.05 -0.05 -0.10
H 0.07 -0.02 -0.17

HOMO-LUMO gap (Ha): 0.374
E_LUMO (eV): 0.9
Relative energy (zero: lowest compared OMol25 entry of this formula, charge and spin) (kJ/mol): 102.9
SMILES: [H]/N=C(/C)N.C=C
Net charge: 0
Multiplicity: 1
HOMO energy (eV): -9.2

***

Entry 5:
DFT (wB97M-V/def2-TZVPD) results for a structure of composition C4H10N2 at a distorted geometry.

Last column: Mulliken charge in e.
Element x y z (Å)
C1 1.807 0.468 0.208  -0.451
C2 0.501 -0.465 0.184  -0.232
C3 -0.688 0.047 0.581  -0.109
C4 -2.063 -0.643 0.201  -0.523
H1 3.789 0.342 -0.571  0.268
H2 3.259 -1.325 -0.224  0.260
H3 1.407 1.675 -0.333  0.229
H4 2.087 0.864 1.620  0.203
H5 0.672 -1.440 -0.214  0.294
H6 -0.703 1.106 1.005  0.222
H7 -1.828 -1.644 -0.280  0.289
H8 -2.751 -0.727 1.118  0.277
H9 -2.397 0.479 -1.684  0.238
H10 -3.137 1.228 -0.171  0.237
N1 2.905 -0.248 -0.689  -0.610
N2 -2.859 0.284 -0.751  -0.594

Forces on the atoms, in the same order (eV/Å):
C -0.95 1.43 0.82
C 0.63 3.22 1.08
C -0.04 -0.62 -0.90
C 0.13 1.77 0.23
H -1.51 -1.11 -0.29
H -1.68 4.29 -1.36
H 1.77 -3.98 1.54
H -0.45 -1.37 -4.29
H -0.21 -0.53 -0.33
H -0.17 -1.51 -0.61
H -0.62 1.26 0.60
H 1.13 -0.26 -1.38
H -0.44 -0.03 1.95
H 1.25 -3.04 -2.33
N 1.07 -0.83 3.57
N 0.09 1.31 1.70

HOMO-LUMO gap (Ha): 0.362
E_LUMO (eV): 1.0
Relative energy (zero: lowest compared OMol25 entry of this formula, charge and spin) (kJ/mol): 513.0
Net charge: 0
Multiplicity: 1
HOMO energy (eV): -8.8

***

Entry 6:
DFT (wB97M-V/def2-TZVPD) results for a cluster of 2 separate species, C4H10N2 in total at a distorted geometry.

Last column: Mulliken charge in e.
Element x y z (Å)
C1 -2.255 -3.112 0.164  -0.608
C2 -2.947 -2.430 -0.751  -0.147
N1 -2.716 -1.071 -1.236  -0.487
H1 -1.180 -3.197 0.206  0.262
H2 -2.895 -3.624 0.878  0.203
H3 -3.937 -2.696 -1.115  0.289
H4 -1.697 -0.913 -1.240  0.247
H5 -2.723 -1.195 -2.263  0.241
C3 1.757 2.884 0.985  -0.656
C4 3.393 1.282 0.512  -0.227
N2 2.873 2.393 0.233  -0.372
H6 1.636 2.317 1.954  0.268
H7 2.031 3.899 1.291  0.266
H8 0.806 2.637 0.491  0.258
H9 4.266 0.920 -0.037  0.258
H10 2.897 0.664 1.280  0.204

Forces on the atoms, in the same order (eV/Å):
C -0.81 -0.27 -0.28
C -0.60 2.00 0.13
N 2.39 -2.25 -2.13
H 0.11 0.87 0.62
H 0.49 -1.09 -0.47
H -0.29 -0.20 0.93
H -0.14 0.37 1.15
H -1.15 0.56 0.05
C 0.05 -1.38 1.83
C -0.85 0.08 0.20
N 0.90 0.00 -0.86
H 0.26 0.28 -0.49
H -0.98 0.08 -0.53
H 0.29 1.11 -0.30
H -0.24 0.03 0.15
H 0.57 -0.20 0.01

HOMO-LUMO gap (Ha): 0.350
E_LUMO (eV): 0.8
Relative energy (zero: lowest compared OMol25 entry of this formula, charge and spin) (kJ/mol): 318.3
SMILES: C=CN.C=NC
Net charge: 0
Multiplicity: 1
HOMO energy (eV): -8.8

***

Entry 7:
DFT (wB97M-V/def2-TZVPD) results for a structure of composition C4H10N2O at a distorted geometry.

Last column: Mulliken charge in e.
Element x y z (Å)
C1 0.083 -0.472 0.831  -0.096
C2 0.128 1.949 0.622  -0.830
C3 1.082 -1.584 0.668  -1.241
N1 0.258 0.638 0.014  -0.197
C4 -1.045 0.191 -0.843  0.533
N2 -0.631 -0.683 -1.869  -0.478
O1 -1.932 1.026 -0.947  -0.584
H1 0.317 -0.539 -2.183  0.256
H2 -1.324 -0.726 -2.605  0.254
H3 -0.223 -0.264 1.862  0.406
H4 -1.057 -0.890 0.232  0.155
H5 -0.574 2.527 0.015  0.338
H6 -0.267 1.928 1.644  0.276
H7 1.110 2.423 0.652  0.259
H8 1.267 -1.794 -0.384  0.265
H9 0.778 -2.486 1.196  0.356
H10 2.030 -1.244 1.093  0.326

Forces on the atoms, in the same order (eV/Å):
C -2.93 -2.70 -0.08
C -0.07 0.06 -0.17
C 0.18 0.12 0.33
N -1.63 0.31 -2.57
C 3.83 5.19 -2.05
N -0.81 -0.28 0.58
O -0.41 -2.07 0.91
H -0.11 0.13 0.22
H 0.15 0.01 0.07
H 0.10 -0.07 -0.06
H 1.77 -0.72 2.79
H 0.23 0.12 0.11
H -0.07 -0.15 -0.01
H -0.12 0.14 -0.06
H -0.15 -0.08 0.03
H -0.02 -0.04 -0.07
H 0.06 0.02 0.03

HOMO-LUMO gap (Ha): 0.343
E_LUMO (eV): 0.6
Relative energy (zero: lowest compared OMol25 entry of this formula, charge and spin) (kJ/mol): 366.3
Net charge: 0
Multiplicity: 1
HOMO energy (eV): -8.7

***

Entry 8:
DFT (wB97M-V/def2-TZVPD) results for a structure of composition C4H10N2O at a distorted geometry.

Last column: Mulliken charge in e.
Element x y z (Å)
C1 0.927 -0.254 -0.243  0.121
C2 2.205 -0.525 0.488  -1.349
N1 -0.111 0.291 0.457  -0.451
C3 -1.432 -0.042 0.116  0.645
N2 -2.291 1.050 0.263  -0.494
C4 -1.837 -1.250 -0.312  -1.105
O1 1.193 1.366 -1.031  -0.708
H1 2.087 1.737 -1.007  0.302
H2 0.304 1.361 -0.043  0.515
H3 0.696 -0.918 -1.077  0.463
H4 -3.265 0.808 0.358  0.240
H5 -1.991 1.708 0.967  0.249
H6 3.044 -0.644 -0.197  0.357
H7 2.415 0.269 1.203  0.349
H8 2.076 -1.455 1.050  0.332
H9 -1.149 -2.073 -0.422  0.286
H10 -2.871 -1.430 -0.569  0.248

Forces on the atoms, in the same order (eV/Å):
C 0.51 0.93 -0.60
C 0.00 0.03 -0.07
N -0.21 1.00 0.00
C -0.02 -0.16 -0.20
N 0.05 -0.04 0.02
C 0.09 0.23 0.04
O 0.30 -1.09 -0.12
H -0.05 -0.06 0.06
H -0.68 -0.86 0.86
H 0.00 0.10 0.00
H 0.08 -0.02 0.01
H 0.00 -0.06 -0.03
H -0.03 -0.04 0.02
H -0.06 -0.01 -0.02
H 0.00 0.03 -0.05
H 0.06 0.00 0.03
H -0.02 0.03 0.04

HOMO-LUMO gap (Ha): 0.318
E_LUMO (eV): 0.9
Relative energy (zero: lowest compared OMol25 entry of this formula, charge and spin) (kJ/mol): 362.0
Net charge: 0
Multiplicity: 1
HOMO energy (eV): -7.7

***

Entry 9:
DFT (wB97M-V/def2-TZVPD) results for an isolated molecule of C4H10N2O at a distorted geometry.

Last column: Mulliken charge in e.
Element x y z (Å)
C1 -1.878 0.246 -0.277  -1.034
C2 -0.525 0.767 -0.521  0.465
C3 0.185 0.454 -1.907  -1.365
N1 0.423 0.274 0.609  -0.417
C4 0.596 -0.998 1.176  0.472
N2 1.791 -0.991 2.010  -0.473
O1 -0.093 -1.999 1.004  -0.575
H1 -2.547 1.243 -0.009  0.232
H2 -2.311 -0.192 -1.175  0.300
H3 -1.840 -0.326 0.605  0.349
H4 -0.514 1.868 -0.265  0.241
H5 1.252 0.800 -1.983  0.366
H6 -0.436 0.862 -2.673  0.391
H7 0.407 -0.629 -2.053  0.310
H8 1.325 0.717 0.477  0.293
H9 2.237 -1.883 2.356  0.223
H10 1.927 -0.211 2.627  0.220

Forces on the atoms, in the same order (eV/Å):
C -2.73 3.53 -0.33
C 3.97 0.25 0.98
C 0.87 -0.63 1.59
N 0.10 -0.11 -0.55
C 0.63 -0.53 0.15
N -0.27 -1.29 -0.48
O 0.81 1.42 0.11
H 1.23 -2.69 -0.69
H -0.13 -0.43 0.41
H -0.57 -1.18 0.60
H 0.20 -1.06 -0.93
H -1.17 0.62 0.28
H -0.13 0.14 -0.86
H -1.08 0.45 0.20
H -0.19 -0.04 0.34
H -1.47 1.43 -0.75
H -0.07 0.14 -0.08

HOMO-LUMO gap (Ha): 0.382
E_LUMO (eV): 0.9
Relative energy (zero: lowest compared OMol25 entry of this formula, charge and spin) (kJ/mol): 143.8
SMILES: CC(C)NC(N)=O
Net charge: 0
Multiplicity: 1
HOMO energy (eV): -9.5

***

Entry 10:
DFT (wB97M-V/def2-TZVPD) results for an isolated molecule of C4H10N2O at a distorted geometry.

Last column: Mulliken charge in e.
Element x y z (Å)
O1 1.730 -2.041 0.810  -0.483
C1 0.573 -1.766 0.633  -0.136
C2 0.142 -0.653 -0.310  0.198
C3 -0.090 0.679 0.445  -0.665
C4 -0.967 1.650 -0.314  -0.672
N1 -2.094 2.361 0.373  -0.694
N2 1.011 -0.658 -1.451  -0.501
H1 -0.232 -2.420 1.027  0.343
H2 -0.871 -0.862 -0.681  0.375
H3 -0.526 0.498 1.431  0.404
H4 0.912 1.076 0.661  0.276
H5 -0.381 2.340 -0.916  0.333
H6 -1.560 1.045 -1.027  0.358
H7 -2.692 1.652 0.788  0.263
H8 -1.620 2.783 1.172  0.259
H9 1.919 -1.012 -1.207  0.173
H10 0.655 -0.382 -2.334  0.171

Forces on the atoms, in the same order (eV/Å):
O 0.02 0.10 0.24
C -0.16 -0.28 -0.80
C -1.37 0.09 -0.33
C 1.26 0.06 0.76
C -1.94 -0.60 -1.32
N 1.91 -0.10 0.63
N 0.06 0.14 1.69
H 0.07 0.31 0.36
H 0.01 -0.59 0.20
H -0.19 -0.27 0.02
H -0.20 0.21 -0.05
H -0.06 0.25 0.16
H 0.60 0.12 -0.22
H -0.06 -0.02 -0.07
H -0.57 0.41 0.12
H 0.24 0.21 -0.94
H 0.37 -0.03 -0.45

HOMO-LUMO gap (Ha): 0.360
E_LUMO (eV): 0.9
Relative energy (zero: lowest compared OMol25 entry of this formula, charge and spin) (kJ/mol): 222.2
SMILES: NCC[C@@H](N)C=O
Net charge: 0
Multiplicity: 1
HOMO energy (eV): -8.9

***

Entry 11:
DFT (wB97M-V/def2-TZVPD) results for a structure of composition C4H10N2O at a distorted geometry.

Last column: Mulliken charge in e.
Element x y z (Å)
C1 0.832 -0.739 0.871  -1.114
C2 -1.680 -0.871 -0.277  -1.396
C3 -0.754 0.183 0.215  0.156
C4 0.647 0.295 -0.234  1.053
N1 1.030 0.006 -1.582  -0.604
N2 1.473 1.301 0.399  -0.551
O1 -1.163 1.074 1.233  -0.500
H1 -1.905 1.587 0.896  0.347
H2 1.756 -0.700 -1.629  0.267
H3 0.255 -0.311 -2.152  0.251
H4 0.974 1.833 1.101  0.270
H5 1.929 1.897 -0.280  0.224
H6 1.619 -1.469 0.735  0.320
H7 0.688 -0.580 1.929  0.230
H8 -2.583 -0.935 0.332  0.411
H9 -1.956 -0.720 -1.321  0.356
H10 -1.162 -1.851 -0.237  0.280

Forces on the atoms, in the same order (eV/Å):
C -2.10 -0.39 -0.77
C -0.14 -0.89 -0.80
C 1.10 -1.67 1.52
C 2.25 -0.20 3.53
N -0.29 -0.27 0.10
N 0.70 2.61 -1.35
O 0.41 -0.94 -0.95
H -0.09 0.01 -0.01
H -0.01 0.10 0.12
H 0.04 0.07 0.13
H 0.04 0.04 -0.15
H -0.34 0.56 -0.12
H -0.89 -1.31 -0.85
H 0.39 1.36 -0.10
H 0.09 0.06 -0.02
H -0.43 0.18 -0.17
H -0.71 0.67 -0.10

HOMO-LUMO gap (spin up / spin down) (Ha): 0.265 / 0.262
E_LUMO (spin up / spin down) (eV): 0.6 / 0.6
Relative energy (zero: lowest compared OMol25 entry of this formula, charge and spin) (kJ/mol): 539.5
Net charge: 0
Multiplicity: 1
HOMO energy (spin up / spin down) (eV): -6.6 / -6.5

***

Entry 12:
DFT (wB97M-V/def2-TZVPD) results for an isolated molecule of C4H10N2O at a distorted geometry.

Last column: Mulliken charge in e.
Element x y z (Å)
O1 -1.231 2.707 0.733  -0.451
C1 -0.136 2.266 0.549  -0.157
C2 0.436 0.890 0.522  0.312
C3 -0.373 -0.047 -0.453  -1.016
C4 -0.213 -1.541 -0.087  -0.329
N1 -1.478 -2.267 -0.300  -0.567
N2 1.840 0.807 0.213  -0.537
H1 0.670 2.991 0.236  0.161
H2 0.163 0.487 1.516  0.238
H3 -1.404 0.140 -0.134  0.403
H4 -0.038 0.353 -1.411  0.472
H5 0.578 -1.994 -0.710  0.221
H6 0.091 -1.573 0.957  0.343
H7 -1.897 -2.064 -1.180  0.186
H8 -1.314 -3.199 0.029  0.211
H9 1.962 0.357 -0.678  0.254
H10 2.343 1.688 0.199  0.257

Forces on the atoms, in the same order (eV/Å):
O -0.54 -0.88 0.45
C 1.49 1.80 -1.49
C -1.44 -1.85 0.48
C 0.17 0.77 2.21
C 0.29 0.41 -1.63
N 1.14 1.25 1.85
N 0.19 0.15 0.26
H -0.10 0.11 0.28
H 0.57 0.07 0.06
H -0.18 0.39 -0.95
H -0.77 -0.75 -0.55
H 0.12 0.14 0.38
H -0.12 -0.31 0.05
H -0.13 -0.69 -0.57
H -0.70 -0.55 -0.77
H 0.20 -0.01 -0.19
H -0.20 -0.05 0.14

HOMO-LUMO gap (Ha): 0.373
E_LUMO (eV): 0.9
Relative energy (zero: lowest compared OMol25 entry of this formula, charge and spin) (kJ/mol): 234.2
SMILES: NCC[C@@H](N)C=O
Net charge: 0
Multiplicity: 1
HOMO energy (eV): -9.2